[1]
ORCA calculation (wB97M-V/def2-TZVPD) on a molecular structure, C24H42AsF6HfN6 at a distorted geometry.

Geometry as XYZ:
```
80
Properties=species:S:1:pos:R:3:mulliken_charge:R:1
Hf -17.22479 25.97378 5.00982 1.78
As -13.76587 24.10194 3.63085 1.79
F -14.61070 22.62830 3.65421 -0.39
F -15.30327 24.92070 4.33768 0.07
F -12.98718 25.73541 3.75606 -0.51
F -12.28509 23.39986 2.98451 -0.44
F -14.50275 24.57631 2.07479 -0.39
F -13.33979 23.63796 5.27553 -0.48
C -15.66795 25.91313 -0.49516 -0.54
C -15.26890 27.33737 -0.57362 -0.59
C -14.60940 27.98013 0.71418 -0.41
C -15.32743 27.42318 1.87657 0.06
N -15.83965 26.97871 2.81426 -0.01
H -16.23990 25.64078 0.39186 -0.27
H -14.74371 25.33536 -0.50380 0.28
H -16.30413 25.54423 -1.29970 0.44
H -16.16195 27.92183 -0.79489 0.33
H -14.56078 27.45834 -1.39340 0.33
H -14.68840 29.06597 0.66106 0.40
H -13.59459 27.61486 0.87180 0.28
C -12.57476 28.54162 8.17665 -1.12
C -12.35315 29.30988 6.83702 -0.53
C -12.66799 28.52988 5.56426 -0.33
C -14.03003 27.79493 5.57472 0.23
N -15.04048 27.20502 5.54771 -0.23
H -11.79855 27.82947 8.45672 0.31
H -13.49297 27.95508 8.14563 0.22
H -12.71561 29.17359 9.05351 0.42
H -11.36787 29.77485 6.80347 0.36
H -13.04194 30.13609 7.01323 0.28
H -11.91319 27.80716 5.25433 0.35
H -12.74513 29.21570 4.72058 0.38
C -14.87264 21.82174 9.76957 -1.01
C -13.74020 22.76418 9.32429 -0.08
C -14.12619 24.28045 9.34732 -0.32
C -14.88942 24.68972 8.13951 -0.04
N -15.45866 24.98194 7.14520 -0.03
H -15.50351 22.39051 10.45266 0.37
H -14.52611 20.86122 10.15091 0.39
H -15.47209 21.60839 8.88457 0.09
H -13.49496 22.50116 8.29532 -0.15
H -12.84114 22.58849 9.91499 0.40
H -13.17157 24.80577 9.31820 0.24
H -14.58235 24.56481 10.29556 0.47
C -11.11907 21.15172 6.11300 -1.01
C -12.27309 20.10759 6.20279 0.17
C -11.71278 18.71039 5.93259 -0.56
C -10.85689 18.09194 6.94867 0.10
N -10.16485 17.58642 7.76954 -0.41
H -10.22878 20.78187 6.62162 0.47
H -11.55963 21.99160 6.65021 0.06
H -10.91773 21.45634 5.08598 0.31
H -12.87937 20.38016 5.33894 -0.11
H -12.73863 20.16073 7.18694 0.31
H -11.14031 18.69463 5.00516 0.35
H -12.56976 18.03734 5.95858 0.30
C -16.95521 21.30033 0.48429 -1.08
C -18.46876 21.69341 0.57490 -0.30
C -18.63076 23.20414 0.64978 -0.28
C -18.01968 23.94148 1.71451 -0.01
N -17.58390 24.57009 2.59965 -0.02
H -16.28481 21.76378 1.20808 0.17
H -16.62351 21.49079 -0.53639 0.37
H -16.84235 20.24610 0.73721 0.38
H -18.84458 21.07822 1.39246 0.07
H -18.99310 21.30739 -0.29926 0.36
H -19.68080 23.39784 0.86885 0.30
H -18.38496 23.61775 -0.32828 0.32
C -18.60875 20.00311 4.03087 -1.07
C -17.97446 19.93633 5.44294 -0.91
C -16.72415 20.71494 5.40596 0.08
C -16.98205 22.17591 5.18202 0.07
N -17.13703 23.30038 5.08302 -0.11
H -18.71450 21.04387 3.72470 0.28
H -19.52835 19.46993 3.78967 0.45
H -17.97857 19.43999 3.34249 0.32
H -17.77518 18.89801 5.70804 0.39
H -18.61698 20.33017 6.23044 0.38
H -16.12079 20.31151 4.59275 0.28
H -16.24483 20.50771 6.36273 0.17
```

Values from the calculation:
gap between HOMO and LUMO: 1.6909 eV
E_LUMO: -14.03 eV
charge: +3
max |F|: 11.9 eV/A
HOMO: -15.7 eV
energy above the lowest of the compared OMol25 structures with the same formula, charge and spin: 44.25 kcal per mole



[2]
ORCA calculation (wB97M-V/def2-TZVPD) on 19 unconnected molecules or ions with the total composition BH40O18 at a distorted geometry.

Geometry as XYZ:
```
59
Properties=species:S:1:pos:R:3:mulliken_charge:R:1
B -9.47000 3.95700 -19.78200 3.90
H -9.00300 2.86200 -19.54200 -0.72
H -9.73900 4.02700 -21.00600 -0.86
H -10.50100 4.11300 -19.16300 -0.70
H -8.68800 4.85200 -19.57100 -0.77
O -10.90800 1.31100 -21.46600 -0.67
H -10.50900 1.87400 -20.78200 -0.03
H -11.81900 1.25400 -21.17600 0.31
O -6.84400 1.24800 -18.17600 -0.78
H -7.70000 1.70200 -18.13800 0.38
H -6.36900 1.52600 -17.39400 0.29
O -10.35800 5.74400 -23.43400 -0.66
H -10.71900 5.19800 -22.75300 0.15
H -9.68400 5.20000 -23.87700 0.43
O -8.75500 3.31100 -16.67700 -0.74
H -9.15700 3.78600 -17.39000 0.06
H -9.21100 2.42700 -16.74600 0.58
O -12.30200 3.35200 -23.27800 -0.65
H -12.94700 4.01100 -22.95500 0.29
H -11.84200 3.01500 -22.51200 0.34
O -8.98800 -0.37800 -19.42600 -0.62
H -9.51600 0.20900 -18.85000 0.38
H -9.01000 -0.10300 -20.35400 0.32
O -13.43200 5.26400 -18.95000 -0.63
H -12.89800 4.72600 -18.38600 0.26
H -13.44700 4.70000 -19.71100 0.35
O -9.80900 1.00500 -17.21000 -0.73
H -10.62000 1.43800 -17.47800 0.27
H -10.20300 0.34500 -16.62900 0.28
O -6.90700 2.40200 -22.09200 -0.67
H -6.63100 3.11900 -22.62700 0.31
H -6.73500 2.80300 -21.24900 0.27
O -9.92800 6.76400 -17.53800 -0.62
H -9.27800 6.60400 -18.18900 0.33
H -9.57700 7.33000 -16.79500 0.29
O -8.77900 7.73300 -21.12500 -0.80
H -8.41300 7.06700 -21.70400 0.43
H -9.61100 7.34500 -20.87000 0.42
O -8.92800 3.45400 -23.99700 -0.61
H -8.58900 3.19900 -23.14000 0.21
H -8.14500 3.51600 -24.59700 0.33
O -6.47400 5.34200 -17.73500 -0.72
H -6.88800 5.96900 -18.30800 0.32
H -6.34700 4.61200 -18.32700 0.47
O -7.50500 5.32000 -22.36300 -0.68
H -6.88400 5.57700 -21.72000 0.32
H -8.19600 4.99900 -21.81000 -0.02
O -11.08200 6.68000 -20.48100 -0.65
H -11.82100 6.50000 -21.10900 0.26
H -10.97200 5.83000 -20.05300 -0.09
O -5.92100 3.35000 -19.50300 -0.77
H -6.18000 2.59700 -18.92000 0.42
H -4.99700 3.60800 -19.35800 0.25
O -7.35700 7.62000 -18.70800 -0.67
H -7.81500 7.59500 -19.55300 0.42
H -6.58500 8.14000 -19.00500 0.30
O -13.09700 2.64100 -20.35700 -0.58
H -13.98800 2.87800 -20.56300 0.28
H -13.05300 2.60500 -19.38900 0.22
```

Values from the calculation:
gap between HOMO and LUMO: 8.5484 eV
E_LUMO: 1.65 eV
charge: -1
max |F|: 3.2 eV/A
HOMO: -6.9 eV
energy above the lowest of the compared OMol25 structures with the same formula, charge and spin: 18.49 kcal per mole



[3]
ORCA calculation (wB97M-V/def2-TZVPD) on a molecular structure, C4H22O9Sr at a distorted geometry.

Geometry as XYZ:
```
36
Properties=species:S:1:pos:R:3:mulliken_charge:R:1
Sr 20.77675 10.24795 20.79496 1.36
O 20.15830 12.66701 21.57656 -0.47
H 19.96207 12.46399 22.49117 0.28
H 20.16585 13.62346 21.53933 0.26
O 19.44554 8.26824 19.64377 -0.37
H 19.85880 7.64929 19.04182 0.25
H 18.50865 8.08714 19.56839 0.22
O 23.04727 11.60715 20.73239 -0.37
H 23.67948 11.72028 20.02264 0.23
H 23.37955 12.15944 21.44006 0.22
O 21.61112 10.92797 23.12092 -0.44
H 22.02110 11.78821 23.21108 0.25
H 21.09971 10.82061 23.92290 0.25
O 18.70669 9.99504 22.39402 -0.44
H 18.77698 9.67361 23.29289 0.26
H 17.79896 9.81903 22.14649 0.24
C 22.98465 7.84520 21.51220 -0.64
C 21.78036 7.13371 22.14565 -0.47
O 20.88353 8.13307 22.59067 -0.34
O 22.84403 8.67015 20.34726 -0.35
H 23.66280 7.04136 21.22573 0.48
H 23.54414 8.43089 22.24160 0.32
H 22.06846 6.44165 22.93695 0.43
H 21.29179 6.59657 21.33270 0.25
H 20.28477 7.70357 23.20598 0.23
H 23.73114 8.64899 19.98093 0.25
C 20.72603 11.41439 17.39212 -0.45
C 19.53075 12.07976 18.06958 -0.52
O 18.87129 11.21499 18.93274 -0.40
O 21.53377 10.57937 18.24774 -0.34
H 21.34278 12.03782 16.74478 0.40
H 20.31269 10.65816 16.72476 0.31
H 18.77141 12.45297 17.38240 0.50
H 19.86956 12.89072 18.71428 0.14
H 17.94641 11.18668 18.67699 0.26
H 22.12148 10.04436 17.70926 0.22
```

Values from the calculation:
gap between HOMO and LUMO: 10.8456 eV
E_LUMO: -5.81 eV
charge: +2
max |F|: 2.6 eV/A
HOMO: -16.7 eV
energy above the lowest of the compared OMol25 structures with the same formula, charge and spin: 23.21 kcal per mole



[4]
ORCA calculation (wB97M-V/def2-TZVPD) on 12 unconnected molecules or ions with the total composition CH26O12 at a distorted geometry.

Geometry as XYZ:
```
39
Properties=species:S:1:pos:R:3:mulliken_charge:R:1
O -1.25405 -1.74805 -2.17546 -0.46
H -2.18705 -1.61205 -2.55346 0.46
H -1.17005 -2.71005 -1.74346 0.54
H -1.10205 -1.25805 -1.19946 0.35
C 0.48195 -0.00105 0.57854 0.91
O -0.66705 -0.00705 -0.12746 -0.58
H 0.32295 0.15995 1.64854 -0.47
H 1.18795 0.63795 0.04854 -0.36
H 0.92795 -0.90405 0.62054 0.02
O 3.98395 -1.92305 0.92454 -0.66
H 4.00795 -1.18405 0.18054 0.32
H 3.12995 -2.26105 0.96254 0.39
O 4.00795 0.99795 -0.37646 -0.66
H 3.10495 1.06195 -0.57746 0.39
H 4.18495 1.86595 0.02254 0.32
O -0.19805 0.01195 4.30354 -0.65
H 0.70395 0.09995 4.64254 0.32
H -0.10005 0.27595 3.40754 0.23
O -3.72405 -1.46305 -0.68046 -0.63
H -3.20305 -1.48105 0.08854 0.34
H -4.16505 -0.64705 -0.73146 0.30
O 1.67195 -3.03505 1.49254 -0.68
H 1.43395 -3.85805 1.17654 0.29
H 0.96495 -2.36305 1.53654 0.34
O -1.77705 2.36895 0.29654 -0.75
H -2.60205 2.42495 0.48254 0.28
H -1.26505 1.61695 0.56754 0.25
O 2.10795 2.97895 -1.22746 -0.66
H 2.66795 3.23395 -1.99346 0.33
H 1.32995 2.56195 -1.74846 0.34
O -2.43805 -0.76005 1.71254 -0.73
H -1.89205 -0.30605 1.15254 0.37
H -1.94605 -1.30205 2.12654 0.26
O -2.60005 1.80695 -2.28846 -0.73
H -1.62605 1.66095 -2.42846 0.34
H -2.67405 2.17895 -1.36346 0.36
O 0.08195 1.35795 -2.29146 -0.74
H 0.47795 0.72995 -2.85546 0.33
H -0.19005 0.79195 -1.61046 0.35
```

Values from the calculation:
gap between HOMO and LUMO: 8.7049 eV
E_LUMO: -1.38 eV
charge: 0
max |F|: 9.7 eV/A
HOMO: -10.1 eV
energy above the lowest of the compared OMol25 structures with the same formula, charge and spin: 135.47 kcal per mole



[5]
ORCA calculation (wB97M-V/def2-TZVPD) on 4 unconnected molecules or ions with the total composition C2H12N2O3 at a distorted geometry.

Geometry as XYZ:
```
19
Properties=species:S:1:pos:R:3:mulliken_charge:R:1
C -1.74653 -1.04807 -1.06297 -0.81
N -2.04018 0.13380 -0.25726 -0.53
C -1.85667 0.05935 1.00263 0.17
N -1.14470 -0.92272 1.60780 -0.36
H -2.05233 -0.80946 -2.07777 0.26
H -0.67631 -1.27899 -1.06831 0.20
H -2.29439 -1.92358 -0.70853 0.33
H -2.41379 0.73488 1.64062 0.38
H -0.57185 -1.55061 1.07434 0.17
H -1.21352 -1.14240 2.58150 0.20
O 2.82295 -0.32736 -2.42838 -0.62
H 3.17599 -1.02516 -2.98083 0.31
H 3.26589 0.51439 -2.54942 0.31
O 0.01290 3.43028 1.33344 -0.65
H 0.02219 2.90737 0.52049 0.32
H -0.88438 3.78358 1.29919 0.32
O 2.26264 -0.26715 0.74476 -0.63
H 2.97597 -0.44226 1.36433 0.30
H 2.35610 -0.82588 -0.03562 0.33
```

Values from the calculation:
gap between HOMO and LUMO: 9.1313 eV
E_LUMO: 0.58 eV
charge: 0
max |F|: 1.2 eV/A
HOMO: -8.6 eV
SMILES string: C/N=C\N.O.O.O
energy above the lowest of the compared OMol25 structures with the same formula, charge and spin: 25.42 kcal per mole



Which of these has the lowest gap between HOMO and LUMO?
C24H42AsF6HfN6